Formula: C9H36AgN15O12
Source: OMol25
Level of theory: wB97M-V/def2-TZVPD

```
73
C9H36AgN15O12 wB97M-V/def2-TZVPD
Ag 0.700 2.637 -0.947
N -0.196 -0.318 -0.367
O -0.444 0.829 -0.908
O -1.182 -1.093 -0.239
O 0.937 -0.691 0.015
C 0.502 2.726 -4.027
O 0.588 3.524 -3.074
N 0.777 1.403 -3.965
N 0.138 3.167 -5.355
H 0.886 0.956 -4.858
H 1.212 0.995 -3.155
H -0.058 2.432 -6.009
H -0.123 4.122 -5.450
C -0.697 -4.382 0.134
O 0.153 -3.938 0.933
N -1.788 -3.672 -0.359
N -0.720 -5.697 -0.234
H -1.882 -2.723 -0.071
H -2.594 -4.269 -0.413
H -1.080 -5.809 -1.150
H -0.008 -6.340 0.065
C 3.409 1.167 -1.710
O 2.553 2.148 -1.715
N 4.760 1.503 -1.875
N 3.135 -0.164 -1.539
H 4.979 2.477 -2.090
H 5.559 0.887 -1.961
H 2.183 -0.396 -1.179
H 3.892 -0.843 -1.435
C 2.787 3.657 1.113
O 1.881 3.943 0.289
N 3.650 4.629 1.644
N 2.982 2.342 1.560
H 4.251 4.504 2.467
H 3.502 5.592 1.361
H 2.305 1.564 1.564
H 3.794 2.162 2.143
C -3.246 -2.975 2.443
O -3.534 -3.917 1.692
N -3.818 -1.724 2.221
N -2.371 -2.955 3.398
H -4.139 -1.241 3.064
H -4.553 -1.869 1.567
H -1.797 -3.790 3.575
H -1.825 -2.125 3.551
C -3.892 -1.318 -3.327
O -4.201 -1.934 -4.294
N -4.292 -1.606 -2.045
N -3.177 -0.184 -3.277
H -4.670 -2.513 -1.932
H -3.940 -1.167 -1.215
H -2.662 -0.118 -4.137
H -2.557 -0.078 -2.483
C -1.400 3.502 0.820
O -0.960 3.629 -0.357
N -1.037 2.502 1.710
N -2.353 4.409 1.229
H -0.321 1.810 1.527
H -1.520 2.305 2.565
H -2.598 5.145 0.600
H -2.711 4.403 2.177
C 0.050 -0.189 4.182
O 0.734 0.212 3.011
H -0.970 0.152 4.250
H 0.053 -1.270 4.288
H 0.726 0.098 4.950
H 1.056 -0.545 2.458
C 2.858 -2.519 1.361
O 1.818 -2.461 2.257
H 2.435 -2.706 0.386
H 3.540 -1.667 1.285
H 3.459 -3.426 1.534
H 1.071 -2.901 1.763
```

The total energy is -2235.5753 a.u. The spin multiplicity is 2. Its charge is +1.